The following is a quantum chemistry calculation of a structure of composition C31H40ClHfIN5O3S2, from OMol25.

Each line ends with the Mulliken charge.
CARTESIAN COORDINATES (ANGSTROEM)
Hf -0.41 0.31 -0.09  1.92
N -2.11 1.71 -1.02  -0.57
C -1.88 2.38 -2.33  -0.90
C -0.98 1.48 -3.15  -0.44
N 0.26 1.19 -2.40  -0.15
C 1.10 2.43 -2.32  -0.96
C 1.12 3.02 -0.92  -0.57
N 1.37 1.90 0.01  -0.53
C 1.02 0.13 -3.12  -0.37
C 2.08 -0.47 -2.22  -0.98
N 1.47 -0.93 -0.95  -0.45
H -2.80 0.97 -1.15  0.15
H -2.56 2.35 -0.38  0.28
H -1.43 3.35 -2.16  0.33
H -2.82 2.55 -2.86  0.60
H -0.76 1.94 -4.12  0.57
H -1.49 0.54 -3.35  -0.06
H 0.76 3.17 -3.05  0.44
H 2.12 2.18 -2.61  0.55
H 0.16 3.47 -0.66  0.16
H 1.88 3.79 -0.85  0.55
H 1.43 2.25 0.97  0.32
H 2.29 1.51 -0.18  0.29
H 1.47 0.52 -4.03  0.47
H 0.30 -0.64 -3.41  0.08
H 2.86 0.26 -1.99  0.30
H 2.58 -1.29 -2.74  0.62
H 2.16 -0.95 -0.20  0.29
H 1.19 -1.90 -1.05  0.29
O -2.26 -0.25 0.88  -0.03
S -3.39 -0.52 1.90  0.04
C -4.18 -2.06 1.36  -0.77
C -3.42 -3.37 1.39  -1.28
C -2.19 -3.46 0.48  0.49
C -2.54 -3.38 -1.01  -1.07
S -1.21 -2.59 -1.92  0.26
O -1.30 -1.12 -1.41  0.07
C -1.83 -2.56 -3.56  0.88
C -1.08 -3.22 -4.52  -0.52
C -1.54 -3.25 -5.83  -0.73
C -2.73 -2.61 -6.16  -0.50
C -3.47 -1.94 -5.18  -0.93
C -3.03 -1.91 -3.87  -0.21
C -2.74 -0.92 3.49  1.07
C -1.73 -1.85 3.73  0.25
C -1.41 -2.14 5.04  -1.08
C -2.07 -1.51 6.09  -0.71
C -3.06 -0.57 5.84  -0.86
C -3.40 -0.27 4.53  -0.62
H -4.55 -1.80 0.36  0.53
H -5.05 -2.11 2.01  0.61
H -4.13 -4.15 1.10  0.45
H -3.12 -3.61 2.41  0.49
H -1.67 -4.40 0.68  0.61
H -1.49 -2.66 0.75  -0.69
H -3.43 -2.79 -1.21  0.40
H -2.66 -4.36 -1.46  0.69
H -0.15 -3.72 -4.25  0.47
H -0.98 -3.77 -6.59  0.46
H -3.09 -2.64 -7.18  0.46
H -4.40 -1.45 -5.45  0.46
H -3.61 -1.41 -3.11  0.34
H -1.20 -2.33 2.92  0.31
H -0.63 -2.87 5.25  0.53
H -1.81 -1.75 7.11  0.49
H -3.56 -0.08 6.66  0.50
H -4.17 0.46 4.32  0.51
Cl 0.42 1.75 6.88  -0.20
C 0.52 1.12 5.28  0.79
C 1.24 -0.01 5.04  -0.08
C 1.29 -0.57 3.74  -0.03
I 2.33 -2.33 3.40  0.14
C 0.61 0.02 2.71  -0.03
O 0.58 -0.46 1.46  -0.71
C -0.10 1.22 2.94  -0.51
N -0.70 1.79 1.85  0.33
C -1.36 2.92 2.03  -0.38
C -1.50 3.55 3.28  -1.33
C -0.90 2.98 4.38  -1.16
C -0.17 1.79 4.23  0.52
H 1.78 -0.49 5.85  0.54
H -1.81 3.39 1.17  0.44
H -2.05 4.47 3.35  0.51
H -0.98 3.44 5.35  0.56

The LUMO energy is -7.789 eV. As for the charge: +3. As for the energy above the lowest of the compared OMol25 structures with the same formula, charge and spin: 0.0 kcal per mole. As for the orbital gap: 7.595 eV.